This record from the OMol25 dataset describes C28H83AsF6N7O10 as an isolated structure at a distorted geometry. The level of theory is wB97M-V/def2-TZVPD.

Its total energy is -138435.306 eV. The energy above the lowest of the compared OMol25 structures with the same formula, charge and spin comes out at 0.000 eV.

```
! RIJCOSX wB97M-V def2-TZVPD def2/J DEFGRID3
* xyz -1 1
As -9.65 18.50 -1.87
F -10.92 18.70 -3.03
F -8.46 18.56 -3.15
F -8.34 18.26 -0.76
F -10.78 18.50 -0.56
F -9.82 16.79 -2.01
F -9.43 20.22 -1.77
O -6.19 15.75 -2.85
H -6.40 16.07 -3.74
H -6.55 16.41 -2.26
O -7.12 17.26 2.08
H -7.89 17.84 1.98
H -6.50 17.55 1.40
O -9.35 19.00 2.34
H -9.74 19.16 1.47
H -9.48 19.82 2.82
C -13.95 15.93 -3.65
C -14.68 16.69 -2.54
C -15.89 15.95 -2.02
O -16.72 15.57 -3.07
C -17.69 14.62 -2.70
N -13.78 16.96 -1.39
H -14.59 15.64 -4.48
H -13.41 15.06 -3.28
H -13.17 16.59 -4.04
H -14.94 17.69 -2.91
H -16.41 16.60 -1.30
H -15.57 15.07 -1.44
H -17.26 13.61 -2.67
H -18.44 14.60 -3.49
H -18.12 14.86 -1.72
H -13.53 16.01 -1.09
H -12.87 17.27 -1.74
C -7.24 27.70 -2.49
C -6.96 26.20 -2.45
C -7.80 25.38 -3.39
O -7.64 24.02 -3.01
C -8.61 23.16 -3.53
N -5.52 25.95 -2.63
H -6.49 28.16 -1.84
H -8.25 27.94 -2.17
H -7.10 28.15 -3.48
H -7.24 25.89 -1.43
H -7.52 25.62 -4.42
H -8.86 25.59 -3.21
H -8.54 23.19 -4.63
H -9.64 23.48 -3.32
H -8.52 22.13 -3.20
H -5.06 26.39 -1.84
H -5.40 24.95 -2.57
C -15.73 23.03 -0.12
C -16.43 22.72 -1.43
C -15.73 21.55 -2.12
O -14.41 21.87 -2.46
C -13.72 20.76 -3.00
N -17.86 22.52 -1.22
H -16.26 23.84 0.40
H -14.70 23.34 -0.25
H -15.85 22.22 0.60
H -16.26 23.58 -2.10
H -16.27 21.29 -3.05
H -15.82 20.68 -1.46
H -13.75 19.82 -2.43
H -12.65 20.98 -2.97
H -14.01 20.60 -4.04
H -18.24 22.08 -2.05
H -17.99 21.83 -0.49
C -6.34 21.63 1.16
C -6.05 21.07 -0.22
C -4.83 21.75 -0.82
O -4.45 21.19 -2.07
C -5.39 21.36 -3.11
N -5.73 19.63 -0.09
H -7.12 21.04 1.65
H -6.67 22.67 1.13
H -5.55 21.54 1.91
H -6.98 21.23 -0.79
H -3.96 21.56 -0.19
H -5.03 22.83 -0.90
H -4.97 20.82 -3.96
H -5.51 22.42 -3.38
H -6.38 20.98 -2.86
H -6.61 19.16 -0.30
H -5.22 19.38 -0.94
C -11.44 23.15 -1.19
C -11.48 22.49 0.18
C -11.94 23.45 1.28
O -11.35 24.73 1.22
C -9.96 24.70 1.52
N -12.33 21.30 0.18
H -12.38 23.28 -1.73
H -10.90 22.48 -1.87
H -10.89 24.10 -1.13
H -10.43 22.23 0.41
H -11.81 22.99 2.27
H -13.03 23.56 1.20
H -9.77 24.05 2.38
H -9.71 25.74 1.75
H -9.36 24.40 0.65
H -11.80 20.62 -0.34
H -13.18 21.61 -0.29
C -7.83 16.07 -7.39
C -8.42 16.61 -6.10
C -9.46 15.72 -5.46
O -10.54 15.52 -6.34
C -11.29 14.37 -5.94
N -7.39 17.02 -5.14
H -6.99 16.68 -7.75
H -8.56 16.10 -8.20
H -7.39 15.08 -7.31
H -8.94 17.53 -6.42
H -9.80 16.11 -4.49
H -8.90 14.81 -5.18
H -11.47 14.39 -4.87
H -10.77 13.47 -6.28
H -12.26 14.44 -6.43
H -6.76 17.63 -5.62
H -7.88 17.46 -4.37
C -10.50 20.07 -6.37
C -11.66 19.24 -6.91
C -11.26 18.40 -8.11
O -11.43 19.20 -9.27
C -10.80 18.63 -10.40
N -12.24 18.39 -5.84
H -10.78 20.72 -5.55
H -10.09 20.72 -7.15
H -9.68 19.40 -6.11
H -12.46 19.90 -7.26
H -11.91 17.52 -8.24
H -10.23 18.05 -8.03
H -11.34 17.73 -10.70
H -9.77 18.38 -10.11
H -10.74 19.33 -11.23
H -11.81 17.47 -5.92
H -11.91 18.71 -4.93
*
```



This record from the OMol25 dataset describes C32H44N6OZn as an isolated structure at a distorted geometry. The level of theory is wB97M-V/def2-TZVPD.

Its total energy is -93302.988 eV. The energy above the lowest of the compared OMol25 structures with the same formula, charge and spin comes out at 0.259 eV.

```
! RIJCOSX wB97M-V def2-TZVPD def2/J DEFGRID3
* xyz 0 1
Zn -0.95 -0.76 -0.16
C -2.97 -2.68 2.11
C -1.52 -2.76 2.39
C -1.03 -4.16 2.72
C -0.97 -1.75 3.40
C -1.22 -1.92 4.73
C -0.73 -1.03 5.68
C 0.07 0.03 5.28
C 0.30 0.27 3.94
C 0.92 1.61 3.62
C -0.15 2.54 3.10
C 2.17 1.63 2.67
C -0.22 -0.62 2.95
N 0.04 -0.31 1.56
C 1.16 -1.06 0.99
C 1.96 -0.12 0.14
N 1.33 0.48 -0.81
C 2.06 1.57 -1.47
C 3.23 1.26 -2.20
C 4.04 2.38 -2.56
C 3.67 3.68 -2.17
C 2.41 3.94 -1.68
C 1.56 2.87 -1.36
C 0.14 3.01 -0.89
C -0.79 2.63 -2.05
C -0.21 4.39 -0.33
C 3.60 -0.14 -2.77
C 2.39 -0.68 -3.58
C 4.16 -1.16 -1.78
H -3.29 -3.57 1.55
H -3.23 -1.78 1.48
H -3.58 -2.58 3.00
H -1.03 -2.54 1.44
H -1.39 -4.55 3.68
H 0.05 -4.20 2.83
H -1.32 -4.89 1.98
H -1.83 -2.79 5.04
H -0.94 -1.25 6.69
H 0.46 0.71 6.03
H 1.29 2.00 4.58
H -0.33 2.33 2.05
H 0.25 3.57 3.13
H -1.08 2.46 3.70
H 1.89 1.74 1.63
H 2.79 0.75 2.80
H 2.78 2.47 2.90
H 1.78 -1.53 1.78
H 2.96 0.17 0.43
H 4.97 2.20 -3.09
H 4.35 4.47 -2.34
H 2.15 4.94 -1.36
H 0.03 2.23 -0.11
H -0.56 3.24 -2.94
H -1.82 2.81 -1.79
H -0.67 1.61 -2.41
H -0.16 5.06 -1.20
H 0.49 4.73 0.44
H -1.25 4.40 0.06
H 4.39 0.06 -3.50
H 1.50 -0.87 -2.95
H 2.65 -1.64 -4.08
H 2.12 0.04 -4.39
H 3.41 -1.76 -1.25
H 4.94 -0.70 -1.13
H 4.60 -1.97 -2.41
N 1.08 -3.22 -0.32
C 0.58 -2.10 0.04
H 1.97 -3.42 0.17
C -5.19 0.56 -3.21
N -4.17 -0.44 -2.90
C -4.03 -1.53 -3.66
C -3.13 -2.51 -3.39
C -2.26 -2.36 -2.25
N -2.34 -1.18 -1.58
C -3.34 -0.23 -1.76
O -3.53 0.72 -1.02
N -1.48 -3.32 -1.82
H -6.01 0.20 -3.83
H -4.72 1.42 -3.74
H -5.59 0.95 -2.29
H -4.72 -1.62 -4.49
H -3.04 -3.38 -4.02
H -1.21 -4.00 -2.55
H -0.72 -3.05 -1.15
*
```



This record from the OMol25 dataset describes a 4-piece molecular cluster, CH9O3S overall at a distorted geometry. The level of theory is wB97M-V/def2-TZVPD.

The expectation value of S² is 0.753. Its total energy is -18158.765 eV. The energy above the lowest of the compared OMol25 structures with the same formula, charge and spin comes out at 0.642 eV.

```
! RIJCOSX wB97M-V def2-TZVPD def2/J DEFGRID3
* xyz 0 2
C 1.62 0.13 0.70
S 0.41 1.22 0.00
H 2.60 0.42 1.09
H 1.83 -0.53 -0.15
H 1.26 -0.53 1.50
H -2.62 -0.34 -0.27
H -1.84 0.98 -0.16
O -2.75 0.61 -0.25
H 1.50 -1.31 -3.36
H 1.53 -2.73 -3.40
O 1.21 -2.01 -3.96
H -2.01 1.94 3.01
H -0.96 1.13 2.40
O -1.80 1.01 2.87
*
```



This record from the OMol25 dataset describes a 2-piece molecular cluster, C3H5F2NO overall at a distorted geometry. The level of theory is wB97M-V/def2-TZVPD.

Its total energy is -12158.351 eV. The energy above the lowest of the compared OMol25 structures with the same formula, charge and spin comes out at 6.534 eV.

```
! RIJCOSX wB97M-V def2-TZVPD def2/J DEFGRID3
* xyz 0 1
C 0.08 0.14 0.55
C 0.73 -0.47 -2.23
C 0.42 1.11 1.63
N -1.49 -1.31 -0.26
O -1.12 -0.33 0.67
F 1.43 0.64 -2.36
F 1.63 -1.42 -2.04
H -0.43 1.37 2.26
H 0.84 2.00 1.16
H 1.20 0.66 2.24
H -0.84 -1.27 -1.06
H -2.45 -1.11 -0.55
*
```



This record from the OMol25 dataset describes C5H7NaO3 as an isolated structure at a distorted geometry. The level of theory is wB97M-V/def2-TZVPD.

Its total energy is -15853.674 eV. The energy above the lowest of the compared OMol25 structures with the same formula, charge and spin comes out at 0.000 eV.

```
! RIJCOSX wB97M-V def2-TZVPD def2/J DEFGRID3
* xyz 0 1
O 0.78 -0.63 -1.14
C 1.07 0.34 -0.28
C 1.86 -1.61 -1.27
O -2.20 1.11 -0.09
O 2.30 0.22 0.10
C 2.97 -0.96 -0.46
H 2.06 -1.70 -2.35
H 1.51 -2.56 -0.87
H 3.81 -0.61 -1.06
H 3.32 -1.57 0.37
Na -1.84 -0.49 -1.69
C -2.86 1.99 1.99
H -1.89 2.49 1.96
H -3.58 2.08 2.81
C -3.15 1.17 0.94
H -4.16 0.72 1.05
*
```



This record from the OMol25 dataset describes a 2-piece molecular cluster, C5H9N overall at a distorted geometry. The level of theory is wB97M-V/def2-TZVPD.

Its total energy is -6818.617 eV. The energy above the lowest of the compared OMol25 structures with the same formula, charge and spin comes out at 2.378 eV. The SMILES is C=C(C)C.C#N.

```
! RIJCOSX wB97M-V def2-TZVPD def2/J DEFGRID3
* xyz 0 1
C 3.16 -0.26 0.43
C 0.34 -0.86 -0.17
C -0.59 0.09 -0.02
C -0.44 1.52 -0.46
C -1.90 -0.16 0.80
N 4.00 -0.32 -0.34
H 2.29 -0.13 1.10
H 0.15 -1.81 0.30
H 1.19 -0.67 -0.72
H -1.41 1.86 -0.58
H 0.08 1.75 -1.43
H 0.35 1.88 0.30
H -2.75 0.48 0.48
H -1.79 0.23 1.75
H -2.16 -1.26 0.85
*
```



This record from the OMol25 dataset describes C14H31AsINO4S5SiW as an isolated structure. The level of theory is wB97M-V/def2-TZVPD.

The expectation value of S² is 2.013. Its total energy is -157526.555 eV. The energy above the lowest of the compared OMol25 structures with the same formula, charge and spin comes out at 0.000 eV.

```
! RIJCOSX wB97M-V def2-TZVPD def2/J DEFGRID3
* xyz 0 3
W -0.47 0.60 -3.33
S -2.06 3.39 -6.57
As -1.42 2.22 -5.03
S -1.85 -1.34 -4.25
S -2.67 -0.39 -2.75
S -1.99 2.62 -3.01
C -2.50 1.55 0.59
C -1.34 2.03 1.45
C -1.04 3.49 1.16
C -1.63 1.81 2.92
O -0.12 1.32 1.12
Si 0.17 -0.22 0.70
S 0.30 -0.50 -1.42
O 1.65 -0.67 1.14
C 2.41 -0.35 2.32
C 3.52 -1.39 2.39
C 3.00 1.05 2.17
C 1.52 -0.43 3.56
O -1.02 -1.14 1.33
C -1.33 -2.54 1.27
C -1.93 -2.89 2.62
C -2.35 -2.74 0.15
C -0.08 -3.37 1.00
H -3.40 2.13 0.80
H -2.72 0.50 0.79
H -2.25 1.67 -0.46
H -1.90 4.11 1.41
H -0.80 3.62 0.10
H -0.19 3.82 1.75
H -2.53 2.36 3.22
H -0.80 2.17 3.53
H -1.79 0.75 3.13
H 4.11 -1.36 1.47
H 3.09 -2.39 2.50
H 4.18 -1.20 3.23
H 3.61 1.09 1.27
H 3.62 1.29 3.03
H 2.20 1.79 2.08
H 1.06 -1.42 3.63
H 0.73 0.32 3.51
H 2.10 -0.26 4.46
H -2.82 -2.28 2.81
H -1.21 -2.70 3.42
H -2.22 -3.94 2.65
H -3.21 -2.09 0.31
H -2.69 -3.77 0.13
H -1.90 -2.50 -0.81
H 0.66 -3.23 1.79
H 0.38 -3.10 0.05
H -0.34 -4.43 0.96
N 0.90 1.16 -6.54
C 1.59 0.43 -5.56
O 0.76 -0.09 -4.62
C 2.90 0.26 -5.50
I 1.45 2.52 -2.88
H 0.23 0.61 -7.07
H 1.53 1.65 -7.17
H 3.54 0.60 -6.31
H 3.35 -0.19 -4.63
*
```



This record from the OMol25 dataset describes C20H21N3O4Pt as an isolated structure at a distorted geometry. The level of theory is wB97M-V/def2-TZVPD.

The expectation value of S² is 2.021. Its total energy is -36980.477 eV.

```
! RIJCOSX wB97M-V def2-TZVPD def2/J DEFGRID3
* xyz 0 3
C -2.86 -0.27 0.79
C -2.01 0.69 -2.09
H -3.04 -1.28 0.37
H -3.67 0.40 0.45
H -2.81 -0.33 1.89
H -1.47 1.17 -2.92
H -2.28 -0.34 -2.37
H -2.95 1.24 -1.92
C -0.56 -2.44 0.33
C 0.21 -3.60 0.26
C 1.47 -3.56 -0.35
C 1.92 -2.35 -0.86
H -1.52 -2.40 0.84
H -0.19 -4.51 0.69
H 2.10 -4.45 -0.40
H 2.92 -2.22 -1.27
N -0.15 -1.30 -0.26
C 1.09 -1.23 -0.82
C 1.48 0.11 -1.26
N 0.58 1.09 -0.99
C 0.90 2.37 -1.26
C 3.00 1.71 -2.26
C 2.07 2.71 -1.93
H 0.15 3.11 -0.99
H 2.25 3.75 -2.18
C 2.71 0.41 -1.88
H 3.42 -0.40 -2.03
H 3.93 1.95 -2.78
Pt -1.34 0.48 -0.24
C -1.76 2.42 0.38
H -2.18 2.98 -0.49
H -0.89 2.94 0.80
H -2.53 2.31 1.15
O -1.54 -0.64 2.95
C -0.47 0.02 2.77
O -0.05 0.55 1.70
C 0.32 0.12 4.06
C 1.72 0.18 4.09
C 2.40 0.10 5.30
C 1.65 -0.01 6.50
C 0.23 -0.03 6.49
C -0.41 0.02 5.27
N 2.30 -0.18 7.75
O 3.55 -0.22 7.78
O 1.59 -0.30 8.78
H 2.26 0.25 3.14
H 3.49 0.12 5.36
H -0.33 -0.11 7.42
H -1.49 -0.07 5.24
*
```



This record from the OMol25 dataset describes the molecule C12H20N2 at a distorted geometry. The level of theory is wB97M-V/def2-TZVPD.

Its total energy is -15737.706 eV. The energy above the lowest of the compared OMol25 structures with the same formula, charge and spin comes out at 11.481 eV. The SMILES is C=C=CCNCCCCNCC=C=C.

```
! RIJCOSX wB97M-V def2-TZVPD def2/J DEFGRID3
* xyz 0 1
C -0.53 -1.70 -2.90
C -0.08 -2.06 -1.68
C 0.44 -2.66 -0.54
C -0.11 -3.00 0.92
C 0.43 -1.16 2.73
C 1.72 -0.78 2.15
C 1.65 0.42 1.05
C 0.82 1.53 1.61
C -0.80 1.92 -0.24
C -1.09 2.73 -1.51
C -1.37 2.27 -2.72
C -2.12 2.04 -3.92
H -0.67 -0.62 -3.13
H -0.71 -2.53 -3.69
H 1.48 -2.71 -0.61
H 0.80 -3.38 1.50
H -1.14 -3.63 1.16
H -0.79 -1.02 1.09
H 0.80 -1.93 3.23
H -0.07 -0.45 3.34
H 2.36 -0.52 3.02
H 1.99 -1.72 1.50
H 2.59 0.76 0.84
H 0.99 -0.04 0.20
H -0.15 1.16 2.12
H 1.29 2.38 2.34
H 0.87 3.19 0.16
H -0.69 1.00 -0.66
H -1.99 1.75 0.20
H -0.68 3.95 -1.38
H -1.57 2.31 -4.98
H -3.23 1.80 -3.82
N -0.56 -1.88 1.84
N 0.16 2.56 0.78
*
```



This record from the OMol25 dataset describes C15H34N2O11V as an isolated structure at a distorted geometry. The level of theory is wB97M-V/def2-TZVPD.

The expectation value of S² is 0.768. Its total energy is -67289.808 eV.

```
! RIJCOSX wB97M-V def2-TZVPD def2/J DEFGRID3
* xyz -2 2
O 1.12 -10.04 7.81
V 1.90 -10.52 9.11
C 2.92 -12.98 9.98
O 3.14 -11.75 10.40
O 2.37 -13.76 10.82
O 2.08 -12.80 8.96
C -0.24 -11.14 10.88
O -0.40 -11.45 9.64
O -0.25 -12.10 11.73
O 0.83 -10.40 11.02
C -4.72 -10.11 6.49
C -3.40 -10.77 6.13
C -2.18 -9.95 6.58
O -3.31 -12.04 6.73
H -4.81 -10.08 7.58
H -5.58 -10.71 6.17
H -4.81 -9.08 6.15
H -3.36 -10.77 5.03
H -1.28 -10.38 6.16
H -2.11 -9.99 7.67
H -2.32 -8.88 6.40
H -4.20 -12.40 6.82
C -0.80 -7.51 9.58
O 0.47 -7.93 9.24
C 1.54 -7.04 9.42
C 2.78 -7.56 8.76
N 3.34 -8.80 9.44
C 4.69 -9.14 8.99
C 4.83 -9.80 7.61
O 3.70 -10.60 7.39
C 3.81 -11.53 6.38
H -1.43 -8.36 9.87
H -1.37 -6.91 8.86
H -0.76 -6.93 10.52
H 1.72 -6.78 10.48
H 1.19 -6.17 8.86
H 3.57 -6.79 8.78
H 2.71 -7.87 7.71
H 3.44 -8.29 10.32
H 5.05 -9.92 9.67
H 5.52 -8.45 9.18
H 5.72 -10.44 7.66
H 5.06 -9.09 6.81
H 4.62 -12.26 6.50
H 4.01 -11.02 5.42
H 2.92 -12.15 6.24
C 1.83 -8.48 5.11
C 2.41 -7.45 4.12
C 1.29 -6.58 3.54
O 0.59 -5.99 4.62
C -0.30 -4.93 4.37
N 3.37 -6.65 4.95
H 1.10 -9.09 4.57
H 1.36 -7.88 5.88
H 2.66 -9.05 5.52
H 3.01 -7.95 3.35
H 0.67 -6.92 2.71
H 1.81 -5.69 3.13
H -0.45 -4.51 5.36
H -1.27 -5.29 3.99
H 0.11 -4.24 3.62
H 3.90 -5.99 4.39
H 2.73 -6.02 5.44
*
```